Entry 1:
Below is a 2-piece molecular cluster, ClH3NPS overall at a distorted geometry, with properties calculated with ωB97M-V/def2-TZVPD.

Properties
Total charge: 0
Lowest unoccupied orbital energy, eV: -0.6
Multiplicity: 1

Geometry (Å):
N: -0.7233 1.0506 -0.7531
P: 0.0967 0.8713 0.5833
S: 0.7461 -1.5211 -1.2663
Cl: 2.1378 -3.0218 -1.5374
H: -0.2584 1.5238 -1.4918
H: -0.7937 -0.0860 0.9366
H: 1.7701 -0.6939 -1.4903

Entry 2:
Below is a 13-piece molecular cluster, C37H64B7F28N8O4 overall at a distorted geometry, with properties calculated with ωB97M-V/def2-TZVPD.

Properties
Total charge: +1
Lowest unoccupied orbital energy, eV: -6.6
Multiplicity: 1

Geometry (Å):
C: 4.2180 -9.3254 26.4402
C: 2.9797 -10.1194 26.8975
O: 2.1457 -9.7633 27.7096
N: 2.9028 -11.4794 26.1179
H: 2.0256 -11.4294 25.6198
H: 3.6288 -11.4983 25.4160
C: 3.0570 -12.6795 27.0980
H: 5.0613 -9.9916 26.2583
H: 4.6601 -8.7691 27.2667
H: 4.0605 -8.7073 25.5563
H: 4.1457 -12.7137 27.1385
H: 2.5383 -13.5027 26.6067
H: 2.6144 -12.4185 28.0593
C: 22.8021 -19.3096 22.7888
C: 22.3392 -20.5057 22.0498
O: 21.4089 -21.2868 22.4399
N: 23.1020 -20.8280 20.7100
H: 22.8355 -21.7522 20.4020
H: 22.8041 -20.1718 20.0023
C: 24.6360 -20.7491 20.9483
H: 23.0378 -18.4408 22.1744
H: 23.6036 -19.5326 23.4930
H: 21.9619 -18.9779 23.3989
H: 25.0576 -21.2781 21.8030
H: 24.8732 -19.6853 20.9401
H: 25.1008 -20.9228 19.9777
C: 17.8053 -7.0766 23.4940
C: 18.7391 -6.7978 22.3540
O: 19.9529 -7.2212 22.3484
N: 18.1632 -6.0636 21.1123
H: 17.1865 -6.2913 20.9927
H: 18.1973 -5.0543 21.0964
C: 18.6337 -6.8393 19.8273
H: 16.8861 -7.5330 23.1267
H: 17.5954 -6.1957 24.1006
H: 17.9220 -7.9302 24.1617
H: 19.5423 -6.3544 19.4702
H: 17.8329 -6.6642 19.1089
H: 18.7882 -7.8997 20.0267
C: 16.8361 -18.5339 20.0252
N: 16.0704 -17.3956 20.5900
C: 14.6965 -17.4458 20.4447
C: 13.9660 -16.3883 21.0113
C: 14.5912 -15.4463 21.8051
C: 15.9236 -15.5443 22.0072
C: 16.7104 -16.4376 21.2974
C: 13.7899 -14.4629 22.5764
C: 12.4624 -14.8033 23.0381
C: 11.7299 -13.8233 23.7466
N: 12.1882 -12.5296 23.8433
C: 13.4711 -12.2288 23.4912
C: 14.2902 -13.2055 22.9632
C: 11.2254 -11.5251 24.1320
H: 16.2938 -19.4051 20.3925
H: 17.8510 -18.5412 20.4229
H: 16.7645 -18.3986 18.9460
H: 14.2811 -18.1957 19.7878
H: 12.9069 -16.3200 20.8111
H: 16.4801 -14.8444 22.6129
H: 17.7892 -16.4787 21.2695
H: 11.9385 -15.7241 22.8280
H: 10.6947 -13.9862 24.0080
H: 13.5889 -11.1606 23.5980
H: 15.2246 -12.8733 22.5355
H: 10.2241 -11.9416 24.2419
H: 11.2507 -10.7234 23.3939
H: 11.4912 -11.1556 25.1224
C: 12.5025 -27.8517 30.8290
N: 12.6224 -27.1950 29.5321
C: 12.5017 -28.0560 28.5069
C: 12.2577 -27.5072 27.2704
C: 12.5086 -26.1175 27.0098
C: 12.7070 -25.3272 28.1979
C: 12.7606 -25.8551 29.4655
C: 12.3928 -25.6469 25.6487
C: 11.6380 -24.4885 25.4238
C: 11.5360 -24.0396 24.1182
N: 12.2086 -24.6853 23.0878
C: 12.9292 -25.7926 23.3055
C: 13.0277 -26.3151 24.6040
C: 12.1717 -23.9594 21.7819
H: 12.3158 -27.1018 31.5977
H: 13.4242 -28.3653 31.1026
H: 11.6162 -28.4805 30.7442
H: 12.4714 -29.1078 28.7500
H: 11.7765 -28.1381 26.5378
H: 12.8160 -24.2627 28.0513
H: 12.9429 -25.3932 30.4245
H: 10.9612 -24.0600 26.1481
H: 11.0066 -23.1144 23.9444
H: 13.3481 -26.2286 22.4107
H: 13.5059 -27.2710 24.7589
H: 11.1244 -23.7974 21.5270
H: 12.7355 -24.5610 21.0689
H: 12.6573 -22.9848 21.8328
C: 12.8008 -12.0034 18.0715
C: 13.9381 -11.4136 17.2182
C: 15.3456 -11.9303 17.6500
O: 16.3116 -11.0615 17.0422
C: 17.5933 -11.6553 17.3069
N: 13.7726 -11.7174 15.7566
H: 12.9869 -11.1769 15.4240
H: 14.5540 -11.3944 15.2041
H: 13.6736 -12.6990 15.5399
H: 13.0067 -11.8002 19.1224
H: 12.6908 -13.0809 18.1939
H: 11.8730 -11.4411 17.9659
H: 13.8378 -10.3313 17.3000
H: 15.4542 -12.9719 17.3478
H: 15.3711 -11.7719 18.7282
H: 18.3576 -11.0753 16.7895
H: 17.7879 -12.6369 16.8746
H: 17.8550 -11.6378 18.3648
B: 5.9387 -11.8363 22.2262
F: 6.6812 -10.6734 22.1471
F: 6.1960 -12.7575 23.2015
F: 4.7144 -11.4800 22.4428
F: 5.8486 -12.3439 20.9904
B: 21.0257 -12.7706 21.8384
F: 21.8037 -13.4636 22.7846
F: 20.5748 -13.6630 20.8908
F: 19.8802 -12.1939 22.5028
F: 21.7566 -11.8230 21.1279
B: 9.1261 -18.9241 22.0102
F: 8.9439 -17.7257 21.4341
F: 8.7181 -18.9270 23.3045
F: 8.4125 -19.8592 21.2119
F: 10.4672 -19.1755 22.0226
B: 14.6589 -22.0789 15.8348
F: 14.6231 -22.3656 14.5446
F: 13.8282 -20.9837 16.1570
F: 14.4857 -23.2385 16.5145
F: 15.9016 -21.5606 15.9718
B: 14.4266 -8.2111 27.7345
F: 15.8063 -8.0272 27.8929
F: 13.9616 -7.7334 26.5350
F: 14.0993 -9.5164 27.9598
F: 13.9407 -7.3906 28.6783
B: 8.3607 -11.7199 28.8513
F: 8.0028 -12.7147 29.7581
F: 9.7164 -11.6212 28.8812
F: 8.0112 -12.2513 27.6376
F: 7.6964 -10.5789 29.1999
B: 22.4131 -18.4873 16.7729
F: 21.2150 -17.9689 16.4299
F: 22.3878 -19.8029 16.6385
F: 23.4394 -18.0366 15.9752
F: 22.6440 -18.1901 18.0778

Entry 3:
Below is one molecule with the formula C3H4N2O at a distorted geometry, with properties calculated with ωB97M-V/def2-TZVPD.

Properties
Total charge: 0
Lowest unoccupied orbital energy, eV: 0.8
Multiplicity: 1

Geometry (Å):
O: -0.5874 -1.6706 -0.9855
C: -0.2899 -0.4244 -0.5345
C: -0.6097 0.0602 0.7010
N: 0.3138 1.0293 0.9792
N: 1.1469 1.2399 -0.0556
C: 0.7347 0.4356 -1.0210
H: -1.1678 -2.0824 -0.3323
H: -1.4054 -0.2224 1.3754
H: 0.6948 1.1142 1.9112
H: 1.1835 0.5095 -2.0064

Entry 4:
Below is a 2-piece molecular cluster, C5H12O overall, with properties calculated with ωB97M-V/def2-TZVPD.

Properties
Total charge: 0
Lowest unoccupied orbital energy (alpha / beta), eV: 0.8 / 0.9
Multiplicity: 1

Geometry (Å):
C: -1.4538 -2.1994 0.5347
C: -1.2163 -0.6919 0.4020
C: 0.1789 -0.4124 -0.0229
C: 0.1697 2.1874 -0.9847
O: 1.0316 0.0309 0.8301
C: 2.2573 0.4455 0.5669
H: -1.2530 -2.6985 -0.4207
H: -0.7675 -2.6157 1.2795
H: -2.4816 -2.4285 0.8317
H: -1.4118 -0.1761 1.3501
H: -1.9099 -0.2659 -0.3401
H: 0.5340 -0.6160 -1.0316
H: -0.1896 1.6195 -1.8477
H: 0.4554 3.1902 -1.3010
H: -0.6288 2.2529 -0.2389
H: 2.7088 0.1144 -0.3626
H: 1.0758 1.7440 -0.5355
H: 2.8234 0.7504 1.4311